1.
Molecular formula: C35H21Cl3EuF5N4P2S2
Method: DFT, ωB97M-V/def2-TZVPD

Calculated values
**HOMO level (alpha / beta)**: -2.9 / -2.9 eV
**ΔE to the lowest compared entry with this formula, charge and spin**: 0.000 eV
**Total charge**: -2
**Energy**: -5634.573198 hartree
**⟨S²⟩**: 12.0601
**M**: 976.976 u
**2S+1**: 7
**Kohn-Sham gap (alpha / beta)**: 6.36 / 6.78 eV

Last column: Mulliken charge in e.
Positions of all 73 atoms, in Å:
Eu 4.6047 11.4078 14.8766  -0.05
Cl 1.2662 8.9259 17.5575  -0.04
Cl 0.7149 9.4904 14.7711  0.00
Cl -1.5099 9.4354 16.8134  -0.17
S 6.6459 9.3637 14.7798  -0.58
S 6.0585 14.4550 17.1347  -0.58
P 6.8749 10.0277 16.6459  0.75
P 6.0981 12.7030 17.9573  1.21
F 1.2519 9.8352 10.5204  -0.32
F 4.6988 13.1719 9.6434  -0.31
F 2.6599 9.2093 12.7616  -0.46
F 5.9488 12.3764 11.8289  -0.39
F 2.1005 12.0029 9.0074  -0.34
N 1.9245 15.2527 13.5129  -0.63
N 0.1855 12.4471 16.7805  -0.44
N 2.4249 12.9142 14.2028  -0.41
N 0.6398 17.3464 13.2186  -0.65
C 4.2763 10.8294 12.3544  -0.40
C 4.5060 12.9094 19.0307  0.12
C 9.1519 11.7610 16.5635  0.19
C 11.3744 11.5216 17.4920  -0.57
C 5.8741 11.3068 16.9939  0.33
C 10.4429 12.3261 16.8398  -0.74
C 3.0975 10.2344 11.9972  0.60
C 2.1900 13.4164 20.4412  -0.66
C 9.0766 13.6217 20.6946  -0.76
C 4.7358 7.3884 18.8569  -0.90
C 5.4099 6.2029 18.7539  -0.42
C 2.0527 13.9508 13.8278  0.47
C 5.2651 8.5791 18.2732  0.60
C 8.2889 11.3493 20.9513  -0.38
C 8.2070 13.7389 19.6142  -0.19
C 7.5616 11.4389 19.7952  -0.31
C 3.3757 13.9432 20.9546  -0.80
C 6.5659 6.1593 17.8830  -0.81
C 10.9984 10.1880 17.7085  -0.49
C 6.4466 8.5611 17.6456  0.35
C 0.3490 11.3308 16.6122  0.10
C 1.1767 16.3130 13.4568  0.45
C 4.0910 12.1936 10.4203  -0.45
C 4.4825 13.6668 20.1988  -0.17
C 2.1604 12.7251 19.2469  -0.59
C 9.7443 9.6607 17.3942  -0.61
C 2.3756 10.5480 10.8459  -0.19
C 2.8666 11.5720 10.0780  0.82
C 8.7383 10.4835 16.8667  0.30
C 8.9924 12.4291 21.4189  -0.56
C 4.6886 11.7607 11.5567  0.77
C 3.3164 12.3795 18.5886  1.09
C 6.9690 7.3171 17.3087  -0.60
C 7.3972 12.6927 19.1833  -0.06
C 0.2450 9.8453 16.4195  0.46
H 2.9149 10.2400 15.9566  -0.11
H 10.6415 13.2802 16.4409  0.49
H 7.8176 7.3800 16.6416  0.41
H 1.1866 13.6616 20.8610  0.26
H 11.7499 9.4547 18.0429  0.32
H 7.0691 5.1851 17.6989  0.32
H 5.4476 14.0919 20.5422  0.18
H 9.5361 8.6550 17.6222  0.35
H 3.7713 7.5184 19.3053  0.42
H 8.3080 10.3687 21.4638  0.32
H 4.7540 9.5509 18.2688  0.14
H 6.9880 10.6161 19.3543  0.07
H 3.2494 11.8544 17.6383  -0.60
H 9.6865 14.4819 20.9656  0.40
H 9.6197 12.2264 22.2308  0.37
H 5.0372 5.2933 19.2456  0.33
H 3.4255 14.5173 21.8584  0.44
H 12.4020 11.8010 17.6861  0.41
H 8.0199 14.6513 19.0664  0.39
H 8.4283 12.4073 16.0604  0.16
H 1.1905 12.5150 18.9052  0.31

---

2.
Molecular formula: C35H21Cl5F5N2O3PRuSTe
Method: DFT, ωB97M-V/def2-TZVPD

Calculated values
**HOMO level (alpha / beta)**: -4.7 / -4.6 eV
**ΔE to the lowest compared entry with this formula, charge and spin**: 0.639 eV
**Total charge**: -1
**Energy**: -5584.361216 hartree
**⟨S²⟩**: 0.7620
**M**: 1081.530 u
**2S+1**: 2
**Kohn-Sham gap (alpha / beta)**: 6.54 / 6.49 eV

Last column: Mulliken charge in e.
Positions of all 75 atoms, in Å:
Te 1.9499 2.2847 1.0854  0.14
Ru 0.1657 0.3167 1.1047  -0.52
Cl 2.4669 -0.1625 3.7625  -0.04
Cl -1.7706 -2.2706 1.2154  -0.11
Cl 1.2071 -5.3286 4.4698  -0.21
Cl -1.1426 -5.0234 2.4367  -0.22
Cl 2.9519 -2.8438 5.1801  -0.20
S 5.0991 1.7927 2.0673  -0.09
P -1.3979 0.2226 -0.9981  2.10
F 2.6318 -2.5081 1.1170  -0.03
F 4.7430 -0.4026 -3.4094  -0.33
F 5.0559 -3.2972 0.2828  -0.33
F 2.3182 0.4046 -2.5858  -0.18
F 6.1535 -2.2474 -1.9814  -0.34
O 1.1308 -0.7180 -0.3821  0.55
O -2.2904 3.8276 1.3807  -0.78
O -0.8800 2.2527 0.6035  0.19
N -0.8215 1.0740 2.9328  -0.11
N -1.3321 2.3640 2.7986  -0.46
C 2.9723 -0.5073 -1.8549  -0.14
C -0.7959 1.1327 -2.4714  0.72
C 4.2234 -0.9114 -2.2832  0.02
C 3.5175 2.8487 3.7405  -0.21
C -2.5407 -3.8845 -2.8170  -0.71
C 1.4540 -1.4929 3.3596  1.64
C -1.0832 0.7231 -3.7724  -0.55
C 3.1304 -1.9653 -0.0008  0.01
C -0.3717 -2.4281 2.2272  1.68
C 5.7477 2.2455 3.5810  -0.52
C -5.0322 2.1313 -1.5006  -0.66
C 2.3554 -1.0326 -0.7114  -0.29
C 1.6932 -2.7039 4.0077  -0.33
C 4.9403 -1.8482 -1.5661  0.73
C 4.3822 -2.3726 -0.4157  -0.01
C -3.0579 0.9706 -0.7473  0.29
C -1.9000 -1.3916 -1.7179  0.25
C 0.9085 -3.8097 3.7103  0.75
C -1.5450 2.8690 1.5078  0.01
C -3.5046 -3.1470 -2.1472  -0.67
C -0.1386 -3.6698 2.8122  -0.42
C -5.6136 1.9836 -0.2509  -0.76
C 3.5250 2.3325 2.4729  -0.24
C -3.6529 0.8244 0.5042  0.03
C 0.4207 -1.3031 2.4351  -2.39
C -4.9211 1.3234 0.7545  -0.73
C -1.2530 -3.3779 -2.9380  -0.80
C -0.0769 2.7223 -4.6533  -0.60
C -0.7191 1.5104 -4.8565  -0.73
C -0.1282 2.3419 -2.2785  -0.28
C 0.2239 3.1313 -3.3622  -0.78
C 4.7887 2.7965 4.3801  -0.47
C -0.9361 -2.1437 -2.3936  -0.50
C -3.7620 1.6265 -1.7495  -0.56
C -3.1871 -1.9096 -1.5994  -0.08
H -3.1021 0.3218 1.2918  0.06
H 0.0674 -1.7487 -2.4984  0.37
H -6.5970 2.3931 -0.0561  0.35
H -3.9547 -1.3503 -1.0803  0.39
H 0.1798 3.3488 -5.4989  0.36
H 4.9760 3.1522 5.3842  0.35
H -2.7915 -4.8450 -3.2502  0.37
H -1.6050 -0.2080 -3.9477  0.38
H -5.3641 1.2063 1.7358  0.43
H -0.4937 -3.9397 -3.4681  0.44
H -5.5669 2.6453 -2.2898  0.40
H -4.5156 -3.5254 -2.0583  0.42
H -0.9505 1.1770 -5.8608  0.40
H 2.6239 3.2530 4.1967  0.40
H -1.5219 0.3953 3.2143  0.28
H 0.7306 4.0728 -3.1923  0.43
H -0.0378 1.0656 3.5792  0.30
H -1.9454 2.7154 3.5147  0.25
H -3.3176 1.7557 -2.7281  0.33
H 6.7914 2.0855 3.8037  0.38
H 0.0931 2.6773 -1.2772  0.19

---

- Among the records above, which one has the lowest 2S+1?
  C35H21Cl5F5N2O3PRuSTe

---

- What is the total charge in the second record?
  -1

---

- Look up the 2S+1 of the second one.
  2